No. 1
16
Properties=species:S:1:pos:R:3:forces:R:3 method="wB97M-V/def2-TZVPD" smiles="CSC(=C[N+](=O)[O-])SC" homo_energy_ev=-9.07 de_lowest_ev=3.329 total_charge=0
O 0.362 2.344 -0.980 0.9 -0.1 0.0
C -0.161 -2.918 1.000 1.8 -1.8 0.7
C -0.968 0.778 0.117 0.7 0.1 0.0
S -1.282 -1.836 0.179 -0.4 0.7 -0.4
O -1.312 2.931 0.238 0.3 0.9 0.3
H 3.233 -0.046 0.679 -0.9 0.5 -0.8
C -0.334 -0.360 -0.072 0.5 -0.7 0.1
H 0.435 -2.487 1.860 -1.0 -0.2 -0.9
H 2.654 1.427 -0.226 -0.3 -0.1 0.1
H -1.927 0.807 0.512 -1.4 0.1 0.7
N -0.530 2.105 -0.202 -1.5 0.0 -0.6
H 0.601 -3.387 0.302 -1.0 0.6 0.7
H -0.800 -3.755 1.396 0.6 0.8 -0.3
C 2.329 0.545 0.332 1.1 -0.4 1.2
S 1.285 -0.575 -0.600 0.9 -0.7 -0.5
H 1.866 0.796 1.294 -0.2 0.3 -0.4

***

No. 2
18
Properties=species:S:1:pos:R:3:forces:R:3 method="wB97M-V/def2-TZVPD" smiles=N[C@@H]1C[NH2+]C[C@H]1S homo_energy_ev=-12.92 de_lowest_ev=1.501 total_charge=+1
C -0.364 0.941 1.059 1.9 -0.4 -0.5
C 0.242 -0.860 -0.472 0.3 -0.2 1.2
H 0.017 0.507 -2.136 1.1 0.0 0.8
C -0.895 -0.396 0.558 -0.9 -1.9 1.0
N 1.284 -1.327 0.365 2.8 1.5 1.0
H -2.663 -1.756 -0.186 0.0 0.1 -0.1
H 1.418 -2.298 0.495 0.1 -0.8 -0.1
H 1.709 0.572 -1.330 -0.2 -0.3 -0.3
H -0.803 1.979 -0.617 3.4 -0.7 0.4
N 0.134 1.484 -0.231 -1.8 2.7 -1.8
C 0.638 0.402 -1.205 -1.9 0.7 0.1
H -0.965 1.744 1.509 -0.1 -0.9 0.1
H 0.950 2.079 0.003 -1.2 0.6 -0.7
H 0.067 -1.639 -1.209 -1.1 0.0 0.1
S -2.611 -0.417 -0.136 0.4 0.6 0.1
H 2.163 -0.771 0.515 -1.5 -1.1 -0.5
H 0.636 0.848 1.569 -1.6 -0.6 0.5
H -0.956 -1.091 1.452 0.4 0.6 -1.3

***

No. 3
23
Properties=species:S:1:pos:R:3:forces:R:3 method="wB97M-V/def2-TZVPD" homo_energy_ev=-4.51 total_charge=-1
C 0.975 -1.691 0.424 -1.4 0.4 -2.2
C -2.490 1.578 -0.754 0.7 -1.5 -4.3
H -1.333 -0.206 -1.421 -0.5 -0.2 -0.2
H -3.261 1.208 -1.568 0.7 1.0 2.2
H 2.277 2.569 1.512 -1.3 -2.0 -0.5
H -0.835 -2.027 -0.854 0.9 -0.2 -0.3
C -0.403 0.622 0.205 4.1 -1.3 1.0
O 3.477 -0.175 -1.529 -1.7 -1.5 -2.0
C -0.356 -2.390 0.063 0.8 2.2 0.3
S -0.048 2.243 0.754 0.0 -1.3 -0.4
C -1.635 0.311 -0.516 -0.4 1.0 1.2
O 2.079 -2.168 0.511 0.1 -0.9 0.5
Cl -3.365 -1.473 1.523 -0.3 -0.1 0.3
H -2.202 -0.299 0.228 -0.2 -0.4 -0.9
C 0.826 -0.220 0.485 -4.0 2.7 -0.7
C 1.541 1.716 1.184 1.0 5.4 0.9
H -1.091 -1.951 0.714 -0.5 -0.4 1.0
H -0.363 -3.430 0.102 0.2 -1.7 0.2
O 4.891 0.775 -0.038 2.2 1.2 2.3
N 1.838 0.542 0.932 1.7 -2.6 0.4
C 4.179 0.249 -0.746 -0.6 0.3 -0.3
H -1.860 2.295 -1.409 -1.0 -0.5 1.5
H -2.840 1.922 0.199 -0.6 0.5 0.0

***

No. 4
55
Properties=species:S:1:pos:R:3:forces:R:3 method="wB97M-V/def2-TZVPD" homo_energy_ev=-4.90 de_lowest_ev=0.883 total_charge=-1
H 2.168 -7.924 -0.258 0.0 0.0 0.0
C -0.903 -2.568 1.494 0.0 0.1 0.1
S 4.652 -0.282 0.633 0.0 0.0 0.0
O 0.553 0.391 -1.928 -0.6 0.1 -0.2
C -1.664 2.096 1.441 -0.1 -0.1 0.1
H -1.294 3.725 3.464 0.0 0.0 0.0
C 1.778 -7.008 -0.684 0.0 0.0 0.0
H -1.201 -4.293 0.271 0.0 0.0 0.0
O -1.100 1.927 -2.920 -0.1 0.0 -0.1
H -3.606 5.942 -0.278 0.0 0.0 0.0
C 0.347 -5.899 -2.264 0.0 0.0 0.0
C 0.773 -4.654 -1.813 0.0 0.0 0.1
O -0.621 -0.219 -4.006 -0.1 -0.2 0.0
S 4.042 2.514 0.404 0.0 0.0 0.0
C -0.452 -2.987 3.831 0.0 0.0 0.0
H 2.045 -3.646 -0.420 0.0 0.0 0.0
H -0.988 -0.337 4.078 0.0 0.0 0.0
C 2.211 -5.773 -0.222 0.0 0.0 0.0
O -1.669 -0.165 -1.761 0.4 0.2 0.0
H -3.178 7.197 1.813 0.0 0.0 0.0
C 5.279 1.322 0.568 0.1 0.0 0.0
C -0.808 -0.667 3.057 0.0 0.0 0.0
N -1.286 1.468 2.506 0.0 0.0 -0.1
C -1.815 4.231 2.663 0.0 0.0 0.0
O -1.096 -1.726 0.482 0.3 0.0 -0.6
C 1.712 -4.610 -0.783 0.0 0.0 0.0
N -0.860 0.208 2.124 0.0 0.2 0.0
O -1.682 1.477 0.265 0.3 0.1 -0.2
H -0.291 -5.040 4.405 0.0 0.0 0.0
Br -0.939 -6.084 -3.643 0.0 0.0 0.0
C -2.075 3.503 1.497 -0.1 0.0 0.0
S 1.736 -1.097 0.707 -0.1 -0.2 -0.3
H -1.977 6.097 3.694 0.0 0.0 0.0
C -0.977 -3.943 1.269 0.0 0.0 0.0
O -2.981 3.570 -0.766 0.0 0.0 0.0
H -2.511 2.721 -0.850 0.0 0.0 0.0
C -2.709 4.143 0.419 0.0 0.0 0.0
C -2.197 5.548 2.788 0.0 0.0 0.0
H -0.760 -5.883 2.120 0.0 0.0 0.0
S 1.049 2.058 0.470 0.1 -0.3 -0.1
I 0.045 -2.850 -2.555 0.1 -0.4 -0.4
C -3.112 5.474 0.563 0.0 0.0 0.0
H -0.270 -2.604 4.829 0.0 0.0 0.0
C -0.740 -4.817 2.310 0.0 0.0 0.0
S -0.749 0.546 -2.805 0.4 -0.2 0.5
C 0.847 -7.070 -1.707 0.0 0.0 0.0
C -0.660 -2.077 2.789 0.0 0.0 0.0
H 2.940 -5.708 0.575 0.0 0.0 0.0
Ta -0.354 -0.017 -0.139 -0.5 0.7 1.2
C -2.861 6.164 1.728 0.0 0.0 0.0
C 2.669 1.441 0.479 0.0 0.0 0.0
C -0.467 -4.344 3.596 0.0 0.0 0.0
H 0.503 -8.023 -2.084 0.0 0.0 0.0
C 2.960 0.135 0.578 0.0 0.0 0.0
S 6.890 1.677 0.633 -0.1 0.0 0.0